No. 1
This record from OMol25 describes C30H24F12N2O6ReS as an isolated structure. The level of theory is ωB97M-V/def2-TZVPD.

```
76
C30H24F12N2O6ReS ωB97M-V/def2-TZVPD
Re -0.885 -0.103 -0.312
C 0.782 -5.752 2.769
C 0.421 -4.318 2.491
C -0.703 -3.730 3.060
C -1.024 -2.417 2.779
C -0.233 -1.639 1.933
N -0.628 -0.309 1.631
C -0.553 0.689 2.621
C -0.304 0.322 3.954
C -0.223 1.244 4.975
C -0.375 2.601 4.729
C -0.270 3.627 5.824
C -0.582 2.974 3.415
C -0.665 2.067 2.357
C -0.815 2.662 0.964
O -1.142 1.758 -0.024
C -1.982 3.708 0.906
F -3.045 3.255 1.575
F -2.360 3.937 -0.349
F -1.647 4.898 1.434
C 0.518 3.324 0.512
F 0.996 4.228 1.373
F 0.372 3.931 -0.671
F 1.449 2.374 0.370
C 0.897 -2.224 1.331
C 1.200 -3.551 1.635
C 1.765 -1.396 0.365
O 1.048 -0.566 -0.475
C 2.563 -2.303 -0.625
F 1.704 -3.184 -1.213
F 3.534 -3.036 -0.069
F 3.110 -1.596 -1.601
C 2.786 -0.563 1.195
F 3.538 -1.362 1.971
F 3.602 0.140 0.413
F 2.155 0.287 2.003
H 0.304 -6.108 3.682
H 0.462 -6.403 1.952
H 1.860 -5.873 2.879
H -1.331 -4.307 3.730
H -1.901 -1.957 3.220
H -0.145 -0.717 4.197
H -0.032 0.895 5.983
H -0.472 3.185 6.800
H 0.732 4.061 5.859
H -0.977 4.443 5.671
H -0.669 4.029 3.200
H 2.077 -4.015 1.206
C -6.373 -2.256 -5.559
C -5.030 -2.028 -4.930
C -3.980 -2.925 -5.145
C -2.755 -2.736 -4.537
C -2.585 -1.634 -3.704
C -3.604 -0.713 -3.488
C -4.821 -0.925 -4.105
S -1.039 -1.411 -2.939
O -0.003 -2.052 -3.672
O -0.910 -0.007 -2.552
N -1.102 -2.129 -1.357
C -2.220 -3.057 -0.990
C -3.189 -2.440 0.009
C -3.768 -1.114 -0.470
O -4.937 -1.023 -0.779
O -2.919 -0.123 -0.541
H -6.318 -2.987 -6.365
H -6.779 -1.327 -5.959
H -7.080 -2.626 -4.813
H -4.128 -3.774 -5.800
H -1.933 -3.419 -4.712
H -3.450 0.136 -2.836
H -5.627 -0.225 -3.925
H -0.203 -2.608 -1.262
H -1.760 -3.945 -0.558
H -2.746 -3.362 -1.893
H -2.680 -2.286 0.960
H -4.008 -3.139 0.167
```

The spin multiplicity is 4. As for the gap between HOMO and LUMO (spin up / spin down): 6.94 / 7.23 eV. The charge is 0. Its expectation value of S² is 3.76. The HOMO energy (spin up / spin down) comes out at -7.42 / -7.97 eV.

No. 2
This record from OMol25 describes C30H24N6O4SV as an isolated structure. The level of theory is ωB97M-V/def2-TZVPD.

```
66
C30H24N6O4SV ωB97M-V/def2-TZVPD
V -0.152 -0.064 -0.410
O -5.879 -2.372 2.565
C -4.848 -3.061 2.482
O -4.553 -4.199 2.883
C -3.718 -2.378 1.659
C -2.483 -3.003 1.522
C -1.494 -2.351 0.811
N -1.728 -1.136 0.319
C -2.951 -0.615 0.262
C -3.982 -1.203 0.966
C -3.070 0.372 -0.844
C -4.275 0.954 -1.191
C -4.373 1.657 -2.378
C -3.269 1.741 -3.207
C -2.092 1.147 -2.791
N -1.974 0.487 -1.634
C -0.258 -2.945 0.237
C 0.133 -4.248 0.480
C 1.163 -4.795 -0.266
C 1.763 -4.039 -1.255
C 1.326 -2.741 -1.442
N 0.340 -2.197 -0.721
H -2.388 -3.996 1.943
H -5.000 -0.831 0.995
H -5.131 0.839 -0.539
H -5.311 2.118 -2.660
H -3.309 2.253 -4.158
H -1.203 1.200 -3.405
H -0.368 -4.827 1.245
H 1.485 -5.812 -0.078
H 2.561 -4.436 -1.868
H 1.783 -2.102 -2.187
O 2.965 -1.597 1.450
C 2.242 -0.755 0.952
O 1.050 -0.401 1.294
C 2.793 0.072 -0.216
C 4.184 0.185 -0.411
C 4.647 1.018 -1.381
C 3.735 1.763 -2.163
C 4.144 2.676 -3.167
C 3.219 3.383 -3.876
C 1.840 3.218 -3.611
C 1.416 2.337 -2.658
C 2.356 1.584 -1.920
N 1.910 0.709 -0.963
H 4.833 -0.404 0.224
H 5.711 1.129 -1.561
H 5.203 2.804 -3.357
H 3.538 4.081 -4.639
H 1.118 3.809 -4.160
H 0.369 2.229 -2.406
C -1.464 0.800 3.305
N -0.215 1.507 3.088
C 0.920 1.292 3.986
C 2.109 1.876 3.205
N 1.442 2.478 2.052
C 0.160 2.088 1.954
S -0.800 2.321 0.563
H -1.790 0.948 4.334
H -1.330 -0.268 3.122
H -2.219 1.190 2.630
H 1.042 0.226 4.172
H 0.749 1.803 4.933
H 2.798 1.092 2.894
H 2.656 2.619 3.779
H 1.922 2.767 1.217
```

The spin multiplicity is 4. As for the gap between HOMO and LUMO (spin up / spin down): 6.87 / 6.83 eV. The charge is 0. Its expectation value of S² is 3.76. The HOMO energy (spin up / spin down) comes out at -7.70 / -7.72 eV.

No. 3
This record from OMol25 describes C30H25AuN2P2S3 as an isolated structure at a distorted geometry. The level of theory is ωB97M-V/def2-TZVPD.

```
63
C30H25AuN2P2S3 ωB97M-V/def2-TZVPD
Au 1.524 2.001 -0.462
S 1.947 -1.458 -1.738
P 0.418 -0.719 -0.702
C -0.062 0.884 -1.159
P -1.511 1.646 -0.559
S -1.598 3.631 -0.629
C -2.081 1.169 1.137
C -2.891 0.074 1.427
C -3.237 -0.231 2.741
C -2.766 0.548 3.788
C -1.946 1.637 3.511
C -1.613 1.944 2.201
C -2.912 1.119 -1.669
C -4.261 1.147 -1.309
C -5.257 0.855 -2.235
C -4.925 0.564 -3.553
C -3.589 0.587 -3.937
C -2.596 0.859 -3.004
C 0.787 -1.134 1.069
C 0.880 -0.172 2.067
C 1.182 -0.530 3.380
C 1.399 -1.859 3.707
C 1.337 -2.829 2.708
C 1.042 -2.466 1.403
C -1.014 -1.881 -1.013
C -1.774 -2.547 -0.054
C -2.860 -3.342 -0.419
C -3.212 -3.476 -1.753
C -2.462 -2.819 -2.724
C -1.376 -2.040 -2.356
H -3.247 -0.559 0.625
H -3.871 -1.088 2.940
H -3.033 0.306 4.810
H -1.564 2.249 4.322
H -0.990 2.803 1.976
H -4.537 1.429 -0.301
H -6.298 0.865 -1.927
H -5.702 0.327 -4.272
H -3.319 0.385 -4.968
H -1.549 0.875 -3.286
H 0.735 0.867 1.805
H 1.250 0.238 4.142
H 1.622 -2.142 4.730
H 1.533 -3.868 2.950
H 1.025 -3.214 0.619
H -1.531 -2.438 0.995
H -3.439 -3.844 0.350
H -4.067 -4.080 -2.035
H -2.734 -2.907 -3.770
H -0.772 -1.544 -3.106
C 8.114 2.722 -1.256
C 6.853 2.135 -0.678
C 6.773 0.788 -0.355
C 5.568 0.368 0.189
N 4.533 1.171 0.368
C 4.661 2.457 -0.039
S 3.284 3.518 0.068
N 5.826 2.963 -0.521
H 9.002 2.304 -0.776
H 8.102 3.804 -1.128
H 8.174 2.504 -2.325
H 7.600 0.107 -0.512
H 5.426 -0.663 0.505
```

As for the gap between HOMO and LUMO: 5.91 eV. The charge is -2. The HOMO energy comes out at -1.30 eV.

No. 4
This record from OMol25 describes C30H25BrIrN6O4 as an isolated structure. The level of theory is ωB97M-V/def2-TZVPD.

```
67
C30H25BrIrN6O4 ωB97M-V/def2-TZVPD
Ir -0.164 -0.461 0.019
C -5.893 -0.314 -0.188
C -5.575 -1.627 -0.515
C -4.266 -2.063 -0.475
C -3.260 -1.173 -0.090
C -3.570 0.142 0.232
C -4.890 0.565 0.183
N -1.888 -1.598 -0.071
N -1.748 -2.811 -0.375
C -0.448 -3.222 -0.598
C -0.187 -4.556 -0.869
C 1.131 -4.932 -1.057
C 2.130 -3.976 -0.937
C 1.791 -2.663 -0.668
N 0.519 -2.296 -0.528
H -6.921 0.021 -0.230
H -6.356 -2.317 -0.805
H -4.023 -3.082 -0.733
H -2.790 0.832 0.500
H -5.129 1.591 0.431
H -1.007 -5.256 -0.915
H 1.379 -5.960 -1.278
H 3.171 -4.238 -1.055
H 2.532 -1.887 -0.540
C -1.703 2.524 2.719
C -0.822 1.405 2.242
O -0.884 1.193 1.002
C 0.028 0.704 3.159
C 0.216 1.266 4.451
C 1.085 0.730 5.354
C 1.812 -0.420 4.999
C 1.646 -1.011 3.778
C 0.734 -0.491 2.826
O 0.594 -1.188 1.738
H -2.378 2.819 1.919
H -1.097 3.389 2.991
H -2.271 2.225 3.598
H -0.330 2.159 4.715
H 1.222 1.184 6.324
H 2.518 -0.843 5.702
H 2.197 -1.898 3.502
N -2.557 0.045 -4.831
C -1.880 0.640 -3.824
C -1.430 -0.094 -2.712
N -0.793 0.502 -1.719
C -0.541 1.818 -1.811
C -0.976 2.512 -2.924
N -1.648 1.948 -3.917
H -2.775 -0.933 -4.822
H -2.852 0.609 -5.608
H -1.576 -1.164 -2.649
H 0.011 2.286 -1.011
H -0.767 3.570 -3.012
Br 2.289 3.239 0.952
C 3.719 2.509 -0.068
C 4.915 3.208 0.014
C 6.012 2.804 -0.728
C 5.913 1.710 -1.574
C 4.717 1.024 -1.659
C 3.604 1.393 -0.902
C 2.385 0.525 -1.068
O 2.255 -0.186 -2.049
O 1.582 0.570 -0.057
H 4.979 4.073 0.658
H 6.939 3.356 -0.649
H 6.761 1.398 -2.167
H 4.609 0.176 -2.320
```

As for the gap between HOMO and LUMO: 6.11 eV. The charge is +1. The HOMO energy comes out at -10.66 eV.